12
Properties=species:S:1:pos:R:3:forces:R:3 method="wB97M-V/def2-TZVPD" mol_weight_g_mol=82.1 total_charge=0 total_energy_ha=-265.41860 de_lowest_kcal_mol=73.4 homo_lumo_gap_ha=0.334
N 0.399 1.285 -0.633 0.15 -0.26 -0.08
C 1.176 0.372 -0.892 -0.43 0.36 0.19
C 0.966 -0.983 -0.259 -0.01 -0.18 0.01
C -0.214 -1.085 0.670 -0.03 -0.10 -0.09
C -0.404 2.259 -0.475 0.03 -0.04 -0.02
N -1.097 -1.982 0.506 0.17 0.33 0.18
H 0.852 -1.721 -1.060 0.07 0.10 0.09
H 1.892 -1.243 0.270 -0.10 0.04 -0.07
H -0.258 -0.329 1.468 -0.04 -0.16 -0.07
H -1.262 2.346 -1.132 0.12 0.04 0.04
H -0.229 2.982 0.315 0.02 -0.09 -0.10
H -1.822 -1.901 1.222 0.05 -0.04 -0.08

***

12
Properties=species:S:1:pos:R:3:forces:R:3 method="wB97M-V/def2-TZVPD" mol_weight_g_mol=82.1 total_charge=0 total_energy_ha=-265.46164 smiles=Cn1ccnc1 de_lowest_kcal_mol=46.4 homo_lumo_gap_ha=0.353
C 1.165 -0.216 -1.377 -0.56 0.52 0.31
N 0.051 0.100 -0.321 -0.81 0.05 0.87
C -0.721 1.216 0.462 1.72 -1.43 -1.22
C -1.233 0.588 1.591 0.69 -0.25 -0.97
N -1.036 -0.768 1.468 0.48 -0.01 0.71
C -0.295 -0.968 0.418 0.00 -0.59 0.46
H 0.894 0.023 -2.412 -0.34 0.26 0.47
H 2.137 0.258 -1.173 -0.64 0.23 0.32
H 1.395 -1.309 -1.392 -0.71 0.81 0.50
H -0.896 2.127 -0.096 0.35 0.10 0.61
H -1.553 0.902 2.617 -0.26 0.39 -1.70
H 0.082 -1.959 0.228 0.07 -0.09 -0.36

***

12
Properties=species:S:1:pos:R:3:forces:R:3 method="wB97M-V/def2-TZVPD" mol_weight_g_mol=82.1 total_charge=0 total_energy_ha=-265.42323 smiles="[H]/N=C/NCC#C" de_lowest_kcal_mol=70.5 homo_lumo_gap_ha=0.401
H -2.507 -1.661 0.348 1.08 0.87 -0.59
N -1.994 -0.986 -0.273 -0.25 1.01 0.89
C -1.351 -0.085 0.382 -0.22 -0.83 -0.73
N -0.745 1.063 -0.222 0.74 -2.54 -1.78
C 0.727 1.150 0.091 -0.88 -1.32 0.51
C 1.509 -0.088 -0.073 2.44 -3.43 0.31
C 2.235 -1.097 0.006 -2.00 2.47 -1.00
H -1.136 -0.172 1.421 -0.11 0.16 1.11
H -0.774 0.719 -1.217 -0.20 1.18 0.72
H 1.190 1.923 -0.465 0.13 0.90 -0.62
H 0.846 1.364 1.132 -0.15 0.59 0.76
H 2.833 -1.995 -0.191 -0.59 0.94 0.42

***

12
Properties=species:S:1:pos:R:3:forces:R:3 method="wB97M-V/def2-TZVPD" mol_weight_g_mol=82.1 total_charge=0 total_energy_ha=-265.43796 smiles="N=C=C[C@H]1CN1" de_lowest_kcal_mol=61.3 homo_lumo_gap_ha=0.359
N -2.783 0.213 -1.201 0.56 0.15 0.32
C -1.783 0.477 -0.534 -0.24 -0.05 -0.19
C -0.766 0.729 0.253 -0.16 -0.01 -0.14
C 0.260 -0.293 0.618 -0.18 -0.14 0.01
C 1.475 -0.521 -0.206 0.11 -0.11 -0.25
N 1.551 0.241 1.037 0.11 -0.02 0.23
H -2.648 0.360 -2.201 -0.07 -0.03 0.02
H -0.651 1.737 0.637 -0.02 -0.08 -0.02
H -0.117 -1.161 1.157 0.07 0.11 -0.06
H 1.620 0.067 -1.108 -0.05 -0.08 0.14
H 1.896 -1.524 -0.236 -0.08 0.17 0.03
H 1.946 -0.325 1.783 -0.05 0.08 -0.10

***

12
Properties=species:S:1:pos:R:3:forces:R:3 method="wB97M-V/def2-TZVPD" mol_weight_g_mol=82.1 total_charge=0 total_energy_ha=-265.40604 de_lowest_kcal_mol=81.3 homo_lumo_gap_ha=0.399
C -2.964 -0.062 -0.128 -0.31 -0.50 0.15
C -1.596 0.314 -0.459 -0.78 -0.99 -4.51
C -0.540 0.050 0.512 -2.00 -2.08 3.44
C 0.793 -0.490 0.110 -2.41 -1.21 -0.73
N -3.960 -0.564 0.159 0.35 0.48 -0.20
N -1.026 1.405 0.195 1.63 0.98 2.28
H -1.391 0.244 -1.636 -0.40 -0.27 2.65
H -1.010 -0.687 1.658 1.29 3.05 -3.33
H 0.752 -1.463 0.633 0.79 0.11 -0.95
H 1.530 0.101 0.542 1.74 0.95 0.38
H 0.759 -0.541 -1.008 0.83 -0.18 0.97
H -0.269 1.910 -0.284 -0.75 -0.34 -0.15

***

12
Properties=species:S:1:pos:R:3:forces:R:3 method="wB97M-V/def2-TZVPD" mol_weight_g_mol=82.1 total_charge=0 total_energy_ha=-265.35689 de_lowest_kcal_mol=112.1 homo_lumo_gap_ha=0.294
C -1.789 -0.156 -0.127 -0.12 -0.19 -0.28
C -0.374 -0.141 -0.325 0.06 -0.07 0.17
C 0.715 -0.951 -0.434 -0.08 0.04 -0.02
C 1.804 -0.254 0.212 0.04 0.11 0.05
N 1.515 0.902 0.722 0.06 -0.32 -0.12
N 0.120 1.049 0.412 -0.18 0.16 -0.03
H -2.338 0.685 -0.560 0.09 -0.08 0.09
H -2.297 -1.110 -0.244 0.07 0.14 0.01
H -0.904 0.673 0.994 0.22 0.13 0.02
H 0.746 -1.951 -0.839 -0.01 0.15 0.07
H 2.825 -0.613 0.302 -0.14 0.05 -0.01
H -0.036 1.949 -0.046 -0.01 -0.13 0.06

***

12
Properties=species:S:1:pos:R:3:forces:R:3 method="wB97M-V/def2-TZVPD" mol_weight_g_mol=82.1 total_charge=0 total_energy_ha=-265.39403 de_lowest_kcal_mol=88.8 homo_lumo_gap_ha=0.274
C -1.504 -0.298 0.142 -0.06 -0.24 -0.01
C -0.143 -0.955 0.187 -0.43 -0.12 0.00
C 2.134 -0.022 -0.081 0.18 0.28 -0.26
C -0.967 1.143 -0.011 -2.28 -1.34 1.34
N 0.280 1.244 -0.033 0.14 1.52 -0.17
N 0.818 -0.032 0.016 0.16 -0.90 0.34
H -2.016 -0.542 -0.805 -0.04 0.07 0.05
H 0.081 -1.979 -0.031 0.05 -0.25 0.17
H 2.575 0.955 -0.163 0.01 -0.08 -0.08
H 2.707 -0.914 -0.196 -0.04 -0.49 0.17
H -1.624 1.993 0.021 0.14 0.42 -0.24
H -2.342 -0.593 0.953 2.18 1.13 -1.32

***

12
Properties=species:S:1:pos:R:3:forces:R:3 method="wB97M-V/def2-TZVPD" mol_weight_g_mol=82.1 total_charge=0 total_energy_ha=-265.39215 de_lowest_kcal_mol=90.0 homo_lumo_gap_ha=0.353
N 0.499 1.621 -0.177 0.35 0.89 0.61
C 0.387 -0.956 -0.233 -0.11 -0.09 0.11
C 0.712 0.403 0.473 0.12 -0.11 0.32
C -0.477 -0.256 0.953 0.18 -0.32 0.47
N -1.606 -0.047 0.021 -0.05 -0.67 0.00
C -0.967 -0.860 -0.759 -0.38 -0.31 -0.43
H 1.274 2.119 -0.569 0.05 -0.28 -0.34
H 1.156 -1.677 -0.520 -0.43 -0.07 0.83
H 1.567 0.291 1.147 -0.10 0.25 -0.44
H -0.774 -0.702 1.895 0.52 -0.05 -0.09
H -0.344 1.548 -0.715 -0.11 0.55 -0.40
H -1.427 -1.483 -1.515 -0.04 0.22 -0.64

***

12
Properties=species:S:1:pos:R:3:forces:R:3 method="wB97M-V/def2-TZVPD" mol_weight_g_mol=82.1 total_charge=0 total_energy_ha=-265.50224 smiles="NC1=CCN=C1" de_lowest_kcal_mol=20.9 homo_lumo_gap_ha=0.348
N -2.011 0.198 -0.274 -0.09 0.00 0.12
C -0.632 0.079 -0.134 0.27 -0.12 0.07
C 0.141 -0.999 0.098 -0.08 0.14 -0.02
C 1.558 -0.514 0.150 0.07 -0.11 0.06
N 1.533 0.907 -0.174 -0.38 0.00 0.04
C 0.296 1.216 -0.295 0.11 0.05 -0.01
H -2.383 1.086 0.037 0.06 -0.10 -0.08
H -2.529 -0.567 0.139 0.05 0.11 -0.09
H -0.180 -2.024 0.249 0.06 0.20 0.03
H 1.953 -0.569 1.174 0.03 -0.13 -0.06
H 2.269 -1.057 -0.484 -0.14 0.14 -0.01
H -0.015 2.245 -0.485 0.03 -0.17 -0.03

***

12
Properties=species:S:1:pos:R:3:forces:R:3 method="wB97M-V/def2-TZVPD" mol_weight_g_mol=82.1 total_charge=0 total_energy_ha=-265.49550 smiles=Cc1cn[nH]c1 de_lowest_kcal_mol=25.1 homo_lumo_gap_ha=0.365
C -0.067 1.674 0.282 0.00 0.22 0.12
C 0.281 0.217 0.277 -0.33 -0.07 -0.28
C -0.148 -0.831 1.132 -0.11 0.00 0.01
N -0.295 -1.973 0.475 0.19 0.10 0.08
N 0.101 -1.695 -0.777 0.06 -0.16 -0.18
C 0.477 -0.406 -0.928 -0.17 -0.06 -0.03
H -0.212 2.112 1.269 0.21 -0.04 0.01
H 0.633 2.277 -0.303 0.01 -0.04 0.22
H -1.032 1.711 -0.237 0.10 0.37 0.20
H -0.341 -0.812 2.200 -0.12 0.11 -0.26
H -0.217 -2.287 -1.526 0.41 -0.28 0.11
H 0.822 0.013 -1.864 -0.26 -0.16 -0.01

***

12
Properties=species:S:1:pos:R:3:forces:R:3 method="wB97M-V/def2-TZVPD" mol_weight_g_mol=82.1 total_charge=0 total_energy_ha=-265.39616 de_lowest_kcal_mol=87.5 homo_lumo_gap_ha=0.394
C -2.421 -0.194 0.072 5.18 -2.22 -0.54
C 1.607 0.044 -0.142 0.57 -0.08 0.30
C 0.627 1.129 0.045 0.04 0.28 0.27
C -0.566 -0.996 -0.072 -3.54 1.46 0.64
N -3.458 0.267 0.155 -1.61 0.72 0.16
N 0.267 -0.062 -0.694 -0.54 0.03 -0.74
H 2.395 0.143 -0.873 0.03 -0.04 -0.07
H 1.859 -0.571 0.718 -0.08 0.03 -0.02
H 0.197 1.277 1.030 -0.01 -0.12 -0.01
H 0.703 2.021 -0.560 -0.06 -0.01 -0.02
H -0.422 -1.190 0.992 0.02 -0.02 -0.02
H -0.788 -1.868 -0.672 0.00 -0.03 0.03

***

12
Properties=species:S:1:pos:R:3:forces:R:3 method="wB97M-V/def2-TZVPD" mol_weight_g_mol=82.1 total_charge=0 total_energy_ha=-265.44412 de_lowest_kcal_mol=57.4 homo_lumo_gap_ha=0.330
H 1.547 -2.157 -1.076 0.41 0.44 -0.85
N 1.184 -1.703 -0.259 -0.23 -0.41 -1.03
C 0.409 -0.676 -0.362 0.22 -0.59 -0.12
C 0.122 0.499 -1.169 0.05 -0.04 0.00
C -0.433 1.402 -0.306 0.20 -0.22 0.07
N -0.589 0.927 0.972 0.59 -0.03 0.30
C -0.255 -0.504 0.957 0.10 -0.57 -0.04
H 0.477 0.717 -2.166 -0.15 -0.04 0.09
H -0.685 2.443 -0.519 0.02 -0.38 0.05
H -1.209 1.380 1.628 0.16 -0.29 -0.13
H 0.598 -1.205 1.346 -1.36 2.07 1.90
H -1.169 -1.102 1.043 -0.01 0.05 -0.23

***

12
Properties=species:S:1:pos:R:3:forces:R:3 method="wB97M-V/def2-TZVPD" mol_weight_g_mol=82.1 total_charge=0 total_energy_ha=-265.45987 smiles="[H]/N=C/C(C)=C=N" de_lowest_kcal_mol=47.5 homo_lumo_gap_ha=0.347
H 2.775 -1.333 -0.366 0.01 0.04 0.05
N 2.168 -0.535 -0.194 -0.29 -0.34 -0.17
C 0.946 -0.897 -0.216 0.11 -0.02 -0.13
C -0.160 0.032 0.027 0.13 -0.04 0.04
C -1.603 -0.413 -0.008 0.04 0.00 0.03
C 0.223 1.245 0.351 0.28 0.88 0.49
N 0.650 2.327 0.736 -1.14 -1.34 0.49
H 0.608 -1.929 -0.358 0.16 -0.09 -0.12
H -2.293 0.434 -0.011 0.16 -0.06 0.05
H -1.785 -0.976 -0.928 0.01 0.02 0.09
H -1.857 -1.053 0.837 -0.02 -0.06 0.04
H 0.353 3.059 0.128 0.55 1.02 -0.83

***

12
Properties=species:S:1:pos:R:3:forces:R:3 method="wB97M-V/def2-TZVPD" mol_weight_g_mol=82.1 total_charge=0 total_energy_ha=-265.40831 de_lowest_kcal_mol=79.9 homo_lumo_gap_ha=0.402
N 1.712 0.523 -0.726 0.68 -1.54 0.79
C 2.590 -0.274 -0.580 -0.61 0.85 -0.29
C 0.592 -0.218 0.580 0.33 -0.03 0.19
C -0.454 0.876 0.517 -0.04 0.28 -0.01
C -1.149 -0.067 -0.495 -0.34 0.08 -0.20
N -0.271 -1.121 0.021 0.04 -0.04 -0.11
H 1.210 -0.504 1.436 0.07 0.34 -0.55
H -1.002 0.993 1.450 -0.02 -0.08 -0.01
H -0.080 1.823 0.145 -0.20 0.00 0.09
H -0.927 0.185 -1.535 -0.06 0.07 0.10
H -2.216 -0.247 -0.355 0.09 -0.03 -0.03
H -0.008 -1.970 -0.458 0.06 0.10 0.04

***

12
Properties=species:S:1:pos:R:3:forces:R:3 method="wB97M-V/def2-TZVPD" mol_weight_g_mol=82.1 total_charge=0 total_energy_ha=-265.33297 de_lowest_kcal_mol=127.1 homo_lumo_gap_ha="0.324 / 0.324"
C 0.144 0.637 -0.040 1.45 3.46 -1.04
C -1.006 -1.490 1.090 -1.02 -2.65 1.21
C 0.044 0.476 1.183 -1.05 -0.66 0.31
C 0.880 1.374 -1.140 0.58 -1.22 -0.43
N -0.623 -0.550 1.898 1.82 2.94 -1.13
N -0.768 -1.539 -0.159 -0.05 -0.52 -2.23
H 0.988 2.469 -1.193 -0.18 -0.26 1.27
H 0.401 1.240 -2.150 0.78 -0.75 0.86
H 1.891 0.875 -0.962 -0.91 1.03 -1.42
H -0.634 -0.433 2.879 -0.65 -0.87 0.71
H -0.210 -0.672 -0.765 -1.17 -1.55 1.67
H -1.106 -2.388 -0.642 0.38 1.06 0.22

***

12
Properties=species:S:1:pos:R:3:forces:R:3 method="wB97M-V/def2-TZVPD" mol_weight_g_mol=82.1 total_charge=0 total_energy_ha=-265.17657 multiplicity=3 de_lowest_kcal_mol=121.6 s2=2.0234 homo_lumo_gap_ha="0.265 / 0.322"
C -3.060 0.741 0.159 -2.58 0.00 0.09
C -1.920 0.369 0.125 2.73 -0.60 0.11
C 0.415 -0.982 0.350 -0.21 -0.17 3.21
C -0.596 0.035 0.025 -3.30 -0.11 -0.93
N 0.599 0.446 0.417 0.53 -2.34 -3.23
N 1.039 1.414 1.045 2.23 4.37 3.56
H -4.119 0.775 0.335 0.42 0.38 -0.12
H 0.211 -1.474 1.386 0.74 0.38 -2.05
H 1.028 -1.372 -0.418 0.24 -1.19 -0.51
H -1.196 -2.059 -0.132 -1.35 -3.70 -1.58
H 1.964 1.171 1.414 -0.20 0.04 0.12
H -1.423 -2.849 -0.481 0.76 2.96 1.33

***

13
Properties=species:S:1:pos:R:3:forces:R:3 method="wB97M-V/def2-TZVPD" mol_weight_g_mol=98.1 total_charge=0 total_energy_ha=-340.64199 smiles="NN1C=CCC1=O" de_lowest_kcal_mol=96.0 homo_lumo_gap_ha=0.333
N 0.280 2.114 -0.161 0.00 3.15 -1.11
N 0.119 0.802 -0.268 -1.96 -5.88 0.16
C 0.104 -0.221 -1.357 1.79 2.46 0.30
C -0.131 -1.474 -0.813 0.77 -1.46 -3.43
C -0.418 -1.436 0.621 4.56 3.10 1.78
C -0.173 0.087 0.886 0.96 -0.31 -1.28
O -0.059 0.621 1.937 -0.49 0.74 2.81
H -0.649 2.631 -0.348 2.30 -0.73 1.28
H 0.898 2.329 0.682 -1.83 -0.04 -1.56
H 0.530 0.409 -2.290 -1.14 -2.76 1.61
H 0.197 -2.556 -1.242 -1.24 3.11 0.31
H 0.612 -1.810 1.148 -2.87 0.17 -0.70
H -1.310 -1.495 1.205 -0.84 -1.54 -0.18

***

13
Properties=species:S:1:pos:R:3:forces:R:3 method="wB97M-V/def2-TZVPD" mol_weight_g_mol=98.1 total_charge=0 total_energy_ha=-340.59957 de_lowest_kcal_mol=122.6 homo_lumo_gap_ha=0.300
C 0.325 1.809 -0.239 -2.16 0.04 0.63
C 0.430 0.349 -0.234 4.98 -1.62 -0.45
C 1.767 -0.804 -0.271 0.83 3.86 -0.51
C -1.256 -1.194 0.423 -1.27 -0.23 -1.12
N -0.101 -0.790 -0.255 -1.72 -1.00 1.09
N -2.381 -0.737 0.094 -0.28 -0.14 -0.15
O 2.268 -1.464 0.593 -0.66 0.29 0.29
H -3.154 -1.219 0.541 0.01 0.10 0.43
H 2.290 -0.501 -1.200 -0.55 -1.42 -0.53
H -1.030 -1.986 1.142 -0.16 0.08 0.00
H 0.390 2.131 0.795 0.08 0.30 0.33
H 1.139 2.279 -0.784 -0.02 -0.19 -0.19
H -0.687 2.127 -0.605 0.92 -0.07 0.17

***

13
Properties=species:S:1:pos:R:3:forces:R:3 method="wB97M-V/def2-TZVPD" mol_weight_g_mol=98.1 total_charge=0 total_energy_ha=-340.57305 de_lowest_kcal_mol=139.2 homo_lumo_gap_ha=0.300
N -2.257 0.675 -0.255 0.00 -0.34 -0.03
C -0.928 0.178 -0.080 0.01 0.31 0.16
C -0.363 -1.036 -0.192 -0.22 0.27 0.02
N 1.040 -1.073 0.034 -0.18 0.39 0.07
C 1.705 0.060 0.228 -0.32 -0.31 -0.08
O 2.985 -0.243 0.538 -0.18 0.33 0.06
C -0.435 1.420 0.393 0.84 -0.50 -0.16
H -2.681 0.566 -1.160 -0.05 -0.06 0.00
H -2.876 0.635 0.535 -0.02 -0.15 -0.04
H -0.861 -1.970 -0.413 0.04 0.21 -0.04
H 1.502 -1.978 0.124 -0.05 0.25 -0.03
H 3.457 0.591 0.643 -0.04 -0.09 -0.01
H -0.291 2.175 -0.395 0.18 -0.30 0.07

***

13
Properties=species:S:1:pos:R:3:forces:R:3 method="wB97M-V/def2-TZVPD" mol_weight_g_mol=98.1 total_charge=0 total_energy_ha=-340.73631 smiles=Nc1ccc(O)[nH]1 de_lowest_kcal_mol=36.8 homo_lumo_gap_ha=0.316
N -2.324 -0.264 -0.073 -0.06 -0.02 0.09
C -0.952 0.064 -0.063 0.06 0.37 -0.33
C -0.288 1.183 -0.422 -0.29 -0.06 -0.16
C 1.130 0.893 -0.367 0.09 -0.07 0.06
C 1.248 -0.386 0.066 -0.14 0.50 0.10
O 2.334 -1.173 0.254 0.04 0.16 0.07
N -0.012 -0.941 0.319 -0.11 0.27 0.02
H -2.765 -0.288 0.842 0.10 0.11 -0.08
H -2.448 -1.175 -0.505 -0.05 0.19 0.10
H -0.746 2.115 -0.713 0.03 -0.06 -0.20
H 1.934 1.559 -0.650 -0.07 -0.09 -0.04
H 3.110 -0.657 -0.004 -0.11 -0.17 0.12
H -0.222 -0.930 1.316 0.50 -1.14 0.27